Entry 1:
Here is a cluster of 2 separate species, C33H27N7O4 in total from the Open Molecules 2025 dataset. Energies are from ωB97M-V with the def2-TZVPD basis set.

XYZ file:
```
71
C33H27N7O4 ωB97M-V with the def2-TZVPD basis set
C -1.5243 2.6343 3.0269
O -0.8589 1.6841 3.8295
C -1.4751 0.4043 3.7940
C -0.6704 -0.7305 3.8302
N -1.0081 -2.1030 3.8775
C -2.3087 -2.7154 3.9566
C -2.6863 -3.6110 2.9644
C -3.9330 -4.1941 2.9855
C -4.8128 -3.8999 4.0101
C -4.4374 -3.0356 5.0222
C -3.1890 -2.4520 5.0022
N 0.0862 -2.8953 3.8514
C 1.1272 -2.1035 3.8804
C 2.5108 -2.5686 3.9071
C 3.4866 -1.8936 4.6441
C 4.7902 -2.3332 4.6640
C 5.1519 -3.4539 3.9409
C 4.1995 -4.1440 3.2142
C 2.8914 -3.7137 3.2036
N 0.7192 -0.7420 3.8688
C 1.5743 0.4112 3.7880
C 1.9645 1.0749 4.9475
C 2.7500 2.2020 4.8758
C 3.1432 2.6908 3.6436
C 2.7503 2.0494 2.4827
C 1.9724 0.9150 2.5529
C -2.9360 0.3368 3.7498
C -3.6186 -0.4518 2.8112
C -4.9903 -0.5399 2.8301
C -5.7189 0.1755 3.7639
C -5.0692 0.9945 4.6699
C -3.6981 1.0782 4.6642
H -0.9409 3.5557 2.9745
H -1.6643 2.2341 2.0216
H -2.4948 2.8647 3.4652
H -1.9805 -3.8358 2.1838
H -4.2202 -4.8796 2.2040
H -5.7903 -4.3527 4.0220
H -5.1274 -2.8135 5.8208
H -2.8837 -1.7796 5.7843
H 3.1986 -1.0313 5.2156
H 5.5301 -1.8121 5.2504
H 6.1738 -3.7961 3.9501
H 4.4841 -5.0216 2.6562
H 2.1459 -4.2461 2.6388
H 1.6262 0.6969 5.8961
H 3.0543 2.7065 5.7794
H 3.7565 3.5756 3.5900
H 3.0588 2.4375 1.5243
H 1.6464 0.4134 1.6584
H -3.0477 -1.0015 2.0836
H -5.5035 -1.1718 2.1224
H -6.7931 0.0920 3.7899
H -5.6400 1.5552 5.3925
H -3.1853 1.6880 5.3874
C -2.6587 6.5773 -0.7396
O -2.5715 5.8489 -1.9276
C -1.7879 4.7076 -1.8121
N -1.2206 4.4489 -0.6014
C -0.4862 3.3768 -0.5092
C -0.3142 2.5578 -1.6075
C -0.9227 2.8896 -2.7961
N -0.6203 1.9644 -3.7305
O 0.1654 1.0269 -3.2170
N 0.3517 1.3921 -1.9292
O 1.0536 0.7564 -1.0902
N -1.6834 3.9944 -2.9158
H -3.2863 7.4513 -0.9318
H -3.1146 5.9518 0.0325
H -1.6570 6.8956 -0.4389
H -0.0095 3.1450 0.4297
```

The value obtained for the electronic energy is -1957.7339 hartree. The calculation puts the LUMO energy at -1.8 eV. As for the total charge: 0. As for the SMILES: CO/C(=C1/N(c2ccccc2)N=C(c2ccccc2)N1c1ccccc1)c1ccccc1.COc1ncc2c(no[n+]2[O-])n1. The orbital gap is 4.63 eV.

Entry 2:
Here is a structure of composition C50H65As2BaGeN2O15S from the Open Molecules 2025 dataset. Energies are from ωB97M-V with the def2-TZVPD basis set.

XYZ file:
```
137
C50H65As2BaGeN2O15S ωB97M-V with the def2-TZVPD basis set
Ba 0.8038 0.3083 -0.0122
O 4.4159 -2.6056 -2.6875
C 3.4918 -1.7284 -2.2592
O 3.6183 -1.0523 -1.2756
C 2.2746 -1.6804 -3.1322
C 2.2080 -2.3049 -4.3591
C 1.0295 -2.1814 -5.0854
C -0.0254 -1.4854 -4.5346
C 0.1321 -0.9013 -3.2778
N 1.2759 -0.9725 -2.5963
C -1.0897 -0.2528 -2.6041
O -2.1692 -0.5012 -3.1054
O -0.8233 0.4214 -1.5364
H 5.1415 -2.5610 -2.0448
H 3.0543 -2.8611 -4.7355
H 0.9390 -2.6413 -6.0611
H -0.9838 -1.3909 -5.0239
C 1.2426 1.6000 4.4102
C 0.7240 0.1692 4.3494
C -0.7568 0.1320 4.6999
C 1.4932 -0.6964 5.3466
O 0.8375 -0.3464 3.0175
Ge 2.4282 -1.0664 2.3728
O 1.3505 -1.8672 0.9630
C 1.2172 -3.2952 0.8758
C -0.0927 -3.5678 0.1384
C 2.3864 -3.8625 0.0812
C 1.1584 -3.9340 2.2612
O 2.8183 0.5884 1.3683
C 4.0270 1.3520 1.5274
C 4.8527 1.2742 0.2490
C 3.6102 2.8006 1.7700
C 4.8826 0.8615 2.6918
H 1.0319 2.0518 5.3829
H 2.3213 1.6255 4.2535
H 0.7776 2.2106 3.6348
H -0.9223 0.4390 5.7353
H -1.3259 0.8037 4.0544
H -1.1477 -0.8778 4.5651
H 1.3321 -0.3388 6.3659
H 1.1591 -1.7351 5.2884
H 2.5672 -0.6782 5.1528
H -0.1882 -2.8876 -0.7145
H -0.1089 -4.5898 -0.2499
H -0.9584 -3.4452 0.7925
H 2.3042 -3.5941 -0.9748
H 3.3317 -3.4779 0.4696
H 2.3981 -4.9529 0.1475
H 0.4255 -3.4153 2.8846
H 0.8513 -4.9788 2.1716
H 2.1251 -3.9043 2.7659
H 4.2830 1.6329 -0.6118
H 5.7475 1.8942 0.3477
H 5.1543 0.2486 0.0427
H 2.8591 3.0995 1.0362
H 3.1825 2.9327 2.7636
H 4.4657 3.4733 1.6716
H 5.2692 -0.1431 2.5159
H 5.7305 1.5372 2.8268
H 4.3184 0.8402 3.6274
C 6.6143 1.9938 -4.5525
C 5.1378 1.7666 -4.9042
C 4.9297 2.0134 -6.4041
C 4.7849 0.3170 -4.5956
C 4.2764 2.7386 -4.0960
C 4.4771 4.1240 -4.2859
C 3.7751 5.0731 -3.5839
C 2.8360 4.6302 -2.6512
S 1.8350 5.5549 -1.5993
C 1.1915 4.0817 -0.9673
N 1.6541 2.9795 -1.4723
C 2.6100 3.2753 -2.4488
C 3.3319 2.3222 -3.1778
C 0.1774 4.1271 0.1115
C -0.4489 5.3019 0.5343
C -1.4048 5.2767 1.5438
C -1.7665 4.0842 2.1579
C -1.1590 2.8880 1.7669
C -0.2314 3.0048 0.7789
H 7.2420 1.2754 -5.0847
H 6.7828 1.8682 -3.4808
H 6.9466 2.9957 -4.8282
H 5.5042 1.2883 -6.9851
H 5.2568 3.0105 -6.7014
H 3.8774 1.9109 -6.6771
H 5.4099 -0.3513 -5.1916
H 3.7416 0.0993 -4.8322
H 4.9594 0.0852 -3.5426
H 5.2150 4.4572 -5.0044
H 3.9542 6.1277 -3.7448
H 3.1418 1.2742 -2.9891
H -0.1924 6.2453 0.0639
H -1.8785 6.2005 1.8463
H -2.5312 4.0580 2.9239
H -1.4148 1.9498 2.2376
C -3.8714 3.0640 -0.5991
O -4.0194 1.6803 -0.2474
C -4.5330 1.3703 0.9437
O -4.7392 2.1498 1.8419
C -4.8097 -0.1057 0.9743
C -5.9936 -0.4946 1.4434
As -6.7529 -2.3712 1.4672
C -8.4609 -1.9819 0.6285
C -5.5147 -2.7508 0.0080
C -4.3023 -2.8189 0.5926
As -3.2925 -1.1928 0.1686
C -2.2351 -0.9484 1.8134
C -4.0285 -3.7056 1.7855
O -3.1503 -3.5297 2.5949
O -4.8133 -4.7893 1.7798
C -4.6051 -5.6794 2.8875
C -5.7669 -2.1441 -1.3646
O -6.5605 -1.2679 -1.5558
O -5.2448 -2.7814 -2.4315
C -4.1910 -3.7491 -2.3917
C -6.9879 0.4978 2.0019
O -7.7835 1.0704 1.3146
O -7.0288 0.6230 3.3409
C -5.9333 0.1275 4.1258
H -2.8371 3.2092 -0.9000
H -4.1277 3.7034 0.2386
H -4.5344 3.2474 -1.4410
H -9.1012 -1.5404 1.3918
H -8.8833 -2.9384 0.3207
H -8.3556 -1.3071 -0.2135
H -2.7670 -1.2892 2.6929
H -2.0914 0.1306 1.8870
H -1.2578 -1.4256 1.7681
H -5.3370 -6.4707 2.7612
H -4.7572 -5.1594 3.8306
H -3.5945 -6.0814 2.8632
H -4.2543 -4.2698 -3.3431
H -4.3156 -4.4594 -1.5780
H -3.2328 -3.2363 -2.3189
H -6.1966 0.3534 5.1547
H -5.0148 0.6417 3.8511
H -5.8146 -0.9496 4.0104
```

The value obtained for the electronic energy is -10154.6187 hartree. The calculation puts the LUMO energy (alpha / beta) at -0.6 / -1.2 eV. As for the total charge: 0. The orbital gap (alpha / beta) is 7.04 / 6.45 eV. Its spin multiplicity is 2.

Entry 3:
Here is a cluster of 2 separate species, C24H36F5N3OPS in total from the Open Molecules 2025 dataset. Energies are from ωB97M-V with the def2-TZVPD basis set.

XYZ file:
```
71
C24H36F5N3OPS ωB97M-V with the def2-TZVPD basis set
C -2.2738 -4.0905 1.4156
C -1.6245 -3.5373 0.1272
C -0.0867 -3.4884 0.1441
C 0.5549 -2.1211 0.4791
C -0.2086 -1.4412 1.6196
C 0.5915 -1.2111 -0.7227
N -0.1916 -1.5554 -1.6996
N -0.2371 -0.7555 -2.7735
C -1.1970 -1.2372 -3.8277
F -1.5670 -2.4594 -3.4557
F -0.5009 -1.3615 -4.9571
C -2.4053 -0.3560 -3.9527
C -2.8450 0.1263 -5.1900
C -4.0038 0.9062 -5.2503
C -4.7141 1.2045 -4.0840
C -4.2632 0.7197 -2.8535
C -5.0184 0.9828 -1.5845
F -4.1995 1.1216 -0.5480
F -5.7631 2.0683 -1.6613
F -5.8264 -0.0420 -1.3059
C -3.1082 -0.0587 -2.7829
C 0.4509 0.3578 -2.9273
C 0.3098 1.2181 -4.1400
C 1.3321 0.7527 -1.8970
P 2.2606 2.3202 -2.0601
S 1.3299 3.8684 -1.3571
C 1.4226 -0.0456 -0.7606
C 2.3272 0.2532 0.3861
C 1.7696 1.3330 1.3627
C 2.2416 1.0242 2.7827
C 1.5497 1.8897 3.8381
C 2.2608 3.2486 4.0398
N 1.3863 4.3954 4.2597
H -2.8826 -3.3196 1.8798
H -1.5028 -4.3262 2.1432
H -2.8832 -4.9603 1.2175
H -1.9008 -4.2101 -0.6810
H -2.0611 -2.5818 -0.1423
H 0.2721 -4.1807 0.9000
H 0.2775 -3.8400 -0.8157
H 1.5678 -2.3517 0.7944
H 0.3539 -0.6368 2.0819
H -1.1397 -1.0139 1.2630
H -0.4100 -2.1656 2.3989
H -2.3088 -0.0974 -6.0980
H -4.3338 1.2631 -6.2112
H -5.6111 1.7996 -4.1388
H -2.7766 -0.4336 -1.8257
H 1.2860 1.2825 -4.6092
H -0.4071 0.8720 -4.8634
H 0.0381 2.2214 -3.8169
H 2.5650 2.4616 -3.4172
H 3.4911 2.0697 -1.4425
H 2.6067 -0.6366 0.9335
H 3.2485 0.6510 -0.0252
H 0.6859 1.3674 1.3315
H 2.1952 2.2848 1.0744
H 2.0482 -0.0219 3.0167
H 3.3240 1.1333 2.8437
H 1.5530 1.3463 4.7767
H 0.5226 2.0601 3.5216
H 2.8830 3.4492 3.1719
H 2.9285 3.1482 4.8930
H 0.5629 4.1266 4.7778
H 1.0980 4.8076 3.3858
C 4.4810 -0.9005 4.9960
O 3.0732 -1.0892 5.1263
H 4.7192 -0.9502 3.9359
H 4.7878 0.0753 5.3810
H 5.0354 -1.6836 5.5169
H 2.8598 -1.0498 6.0626
```

The value obtained for the electronic energy is -2414.2377 hartree. The calculation puts the LUMO energy at -4.5 eV. As for the total charge: +1. The orbital gap is 6.46 eV.

Entry 4:
Here is a cluster of 2 separate species, C12H19F4I2NO10PS2 in total from the Open Molecules 2025 dataset. Energies are from ωB97M-V with the def2-TZVPD basis set.

XYZ file:
```
51
C12H19F4I2NO10PS2 ωB97M-V with the def2-TZVPD basis set
C 2.1544 2.2445 -2.8889
C 1.0445 1.2910 -2.4013
C 0.9574 1.0797 -0.8841
I 1.2526 3.0545 0.0334
C -0.3177 0.3325 -0.3702
C -1.2870 1.3348 0.3075
N 0.0479 -0.4625 0.8231
C 1.0203 -0.1095 1.8475
C 2.2942 -0.9999 1.8160
O 2.5692 -1.5289 0.5433
C 3.4665 -0.2560 2.4254
F 3.8536 0.7724 1.6451
F 4.5103 -1.0855 2.6201
F 3.1206 0.2374 3.6314
C -0.6572 -1.5318 0.9407
C -0.6374 -2.5675 1.9797
C -1.5632 -1.6868 -0.2352
I -3.6283 -1.9116 0.3437
C -1.1424 -0.6291 -1.3074
P -0.2781 -1.7265 -2.5615
O -0.9111 -3.0346 -2.7076
O 1.1943 -1.9127 -1.9640
O -0.1787 -1.0909 -4.0148
S -2.4861 0.1311 -2.2675
O -1.9369 1.0910 -3.1645
O -3.1643 -0.9659 -2.8589
F -3.4485 0.8523 -1.3301
H 3.0644 2.1604 -2.3045
H 2.4124 1.9042 -3.8953
H 1.8057 3.2615 -3.0024
H 1.3225 0.3436 -2.8502
H 0.1147 1.6891 -2.7967
H 1.8537 0.5458 -0.5903
H -2.2232 0.8262 0.5329
H -1.5481 2.1868 -0.3119
H -0.9301 1.6304 1.2891
H 1.3356 0.9278 1.8076
H 0.5824 -0.2467 2.8294
H 2.1016 -1.8414 2.4833
H 3.4532 -1.2610 0.2777
H -1.6735 -2.7472 2.2619
H -0.0975 -2.2874 2.8737
H -0.2650 -3.4970 1.5520
H -1.3700 -2.7187 -0.5236
H 1.8582 -1.8603 -2.6591
H -0.0361 -0.1350 -4.0410
O -4.8012 2.5797 2.8785
S -3.5323 2.0456 3.4229
O -2.4090 2.4178 2.4951
O -3.6111 0.5521 3.5053
O -3.2560 2.6024 4.7644
```

The value obtained for the electronic energy is -3408.4069 hartree. The calculation puts the LUMO energy at 0.6 eV. As for the total charge: -1. The orbital gap is 3.01 eV.

Entry 5:
Here is an isolated molecule of C5H8N2 from the Open Molecules 2025 dataset. Energies are from ωB97M-V with the def2-TZVPD basis set.

XYZ file:
```
15
C5H8N2 ωB97M-V with the def2-TZVPD basis set
H -2.0790 -1.1257 1.5347
N -2.4767 -1.0685 0.6003
C -1.3494 -0.6833 0.1845
C -0.0661 -0.3452 1.0774
C 0.4925 0.1665 -0.2352
C 1.3358 1.3758 -0.3840
N 0.5623 -0.9137 -1.1906
C -0.7106 -0.2039 -1.0580
H -0.2489 0.4402 1.8362
H 0.5589 -1.1148 1.5770
H 2.3180 1.2041 0.0632
H 1.4477 1.5844 -1.4475
H 0.8641 2.2325 0.1108
H 0.5072 -1.8313 -0.7468
H -1.1558 0.2827 -1.9221
```

The value obtained for the electronic energy is -304.7342 hartree. The calculation puts the LUMO energy at 0.9 eV. As for the total charge: 0. As for the SMILES: [H]/N=C1\C[C@@]2(C)N[C@@H]12. The orbital gap is 10.58 eV.

Entry 6:
Here is a cluster of 2 separate species, CHClO2S in total from the Open Molecules 2025 dataset. Energies are from ωB97M-V with the def2-TZVPD basis set.

XYZ file:
```
6
CHClO2S ωB97M-V with the def2-TZVPD basis set
C 1.2756 3.0926 -2.7397
O 1.7051 2.5970 -3.6506
O -0.9054 0.5950 -0.3799
S -0.7502 0.9879 1.2034
Cl -1.7042 2.7190 1.6883
H -1.6805 0.1691 -0.5185
```

The value obtained for the electronic energy is -1047.5243 hartree. The calculation puts the LUMO energy at 0.2 eV. As for the total charge: 0. The orbital gap is 9.39 eV.